No. 1
C4H14NO2 | the ωB97M-V functional and the def2-TZVPD basis

Results
Energy relative to the best compared isomer or geometry (same formula, charge and spin) (eV): 1.339
2S+1: 1
Largest force on an atom (eV/A): 3.3
Total charge: +1
Kohn-Sham gap (eV): 11.781
LUMO energy (eV): -2.960

Structure (XYZ):
```
21
Properties=species:S:1:pos:R:3:forces:R:3:lowdin_charge:R:1
C -0.54734 1.84531 1.65412 -1.2 2.8 1.3 -0.070
C 0.05874 0.76442 0.78582 0.2 1.2 -0.3 -0.317
C 0.74601 1.33219 -0.49900 -0.1 0.7 1.3 -0.117
C 1.50270 0.37436 -1.44070 -1.5 -1.1 0.2 -0.158
O 0.91965 -0.95168 -1.25014 0.2 -0.1 -0.1 -0.120
N -1.11678 -0.07481 0.35952 0.6 -0.7 -0.6 0.186
H -1.55008 1.68519 2.13444 0.8 -0.8 -0.5 0.103
H -0.74533 2.84660 1.20300 0.2 -0.8 -0.7 0.101
H 0.03474 2.21810 2.50568 0.5 -0.8 -0.2 0.092
H 0.83725 0.30219 1.39159 -0.6 -1.2 -0.2 0.159
H -0.05580 1.91279 -0.96185 0.3 -0.1 -0.6 0.122
H 1.43958 2.06981 -0.08907 0.0 0.1 -0.2 0.129
H 1.25344 0.63147 -2.47994 0.6 0.1 0.3 0.129
H 2.57374 0.25185 -1.27915 -0.1 0.7 0.0 0.130
H 1.54905 -1.51659 -0.77966 -0.2 0.2 -0.2 0.107
H -0.82454 -0.62568 -0.46408 0.1 0.2 0.2 0.112
H -1.44001 -0.78944 1.01155 0.1 0.1 0.2 0.146
H -1.90631 0.51606 0.10138 0.1 0.2 0.1 0.173
H -1.08393 -3.52994 0.65291 0.0 -0.2 -0.5 0.074
H -0.99137 -2.74915 -0.74490 0.1 -0.8 0.0 0.059
O -1.09966 -2.67818 0.20692 -0.1 0.4 0.5 -0.039
```
Positions in Å, forces in eV/Å.

No. 2
C4H14NO2 | the ωB97M-V functional and the def2-TZVPD basis

Results
Energy relative to the best compared isomer or geometry (same formula, charge and spin) (eV): 1.849
2S+1: 1
Largest force on an atom (eV/A): 2.7
Total charge: +1
Kohn-Sham gap (eV): 11.538
LUMO energy (eV): -3.254

Structure (XYZ):
```
21
Properties=species:S:1:pos:R:3:forces:R:3:lowdin_charge:R:1
C -1.35386 1.06390 0.22163 0.6 -0.7 0.3 -0.182
O -0.99275 1.59043 1.47183 0.3 0.8 0.5 -0.053
C -0.20317 0.14140 -0.30556 -1.5 1.0 0.0 -0.259
C -0.05299 0.25954 -1.80944 1.4 0.5 -1.0 -0.211
C 0.67024 -0.88751 -2.48758 1.1 -2.5 0.3 -0.100
N 1.06926 0.62057 0.35395 0.5 0.9 -1.0 0.227
H -2.26158 0.45391 0.21590 -0.1 0.3 0.1 0.142
H -1.46160 1.94086 -0.41556 -0.1 -0.1 -0.2 0.135
H -1.18198 1.11962 2.29080 -0.5 -0.5 -0.4 0.109
H -0.42871 -0.87292 0.02004 0.5 0.0 0.0 0.155
H -0.92718 0.54415 -2.38158 -0.7 -0.3 0.5 0.127
H 0.59352 1.13958 -2.02504 -0.4 -0.1 0.4 0.131
H 1.75667 -0.76238 -2.53337 -0.1 0.5 -0.4 0.076
H 0.66311 -1.87393 -1.97807 -0.6 0.6 0.7 0.085
H 0.33404 -1.28692 -3.44440 -0.2 1.1 -0.4 0.085
H 1.27256 0.16972 1.23964 0.3 -0.3 0.0 0.168
H 1.05611 1.63089 0.55419 -0.8 -0.2 0.3 0.175
H 1.81452 0.59828 -0.35206 0.3 -0.9 0.5 0.169
H 0.04107 -1.74575 4.47877 -0.4 1.4 0.2 0.058
H -0.09925 -2.37268 3.28124 -0.6 0.6 -1.1 0.049
O -0.30800 -1.47075 3.60468 1.1 -1.9 0.7 -0.086
```
Positions in Å, forces in eV/Å.